Record 1
Entry from OMol25: a structure of composition C6H5I2N3 (wB97M-V/def2-TZVPD).

Geometry (Å):
C -0.635049 0.350508 0.779847
C 0.095821 -0.763162 1.026437
C -0.721577 0.914965 -0.508908
C 0.909560 -1.239750 0.071763
C 0.083331 0.405539 -1.481730
C 0.864528 -0.713761 -1.158490
N 1.745556 -1.208789 -2.173743
N 2.721469 -1.589508 -2.686536
N 4.218292 -1.382327 -0.750095
I 4.981004 -3.119122 0.078574
I 5.532833 -0.016384 -1.397019
H -1.152589 0.902836 1.527739
H 0.125247 -1.234793 1.910839
H -1.445406 1.595386 -0.845134
H 1.385289 -2.154077 0.167457
H 0.102033 0.876655 -2.503594

Forces on the atoms, in the same order (eV/Å):
C -1.25 1.83 -0.87
C -0.15 1.67 -1.00
C 0.88 -1.48 0.61
C -0.28 -1.41 -0.74
C 0.48 -0.14 -1.83
C 1.75 1.73 -2.56
N 0.88 -0.77 -1.77
N -1.85 0.94 2.28
N -0.80 -0.49 0.18
I -0.02 0.42 -0.35
I 0.47 0.15 -0.14
H -0.60 -0.22 0.79
H -0.16 -1.29 3.31
H -0.72 1.35 0.36
H 1.37 -1.44 0.59
H 0.00 -0.85 1.14

Output
F_max (hartree/bohr): 0.06911
ΔE to the lowest compared entry with this formula, charge and spin (eV): 1.376
E_LUMO (alpha / beta) (hartree): -0.017 / -0.041
Orbital gap (alpha / beta) (eV): 7.68 / 5.53


Record 2
Entry from OMol25: a structure of composition C43H43N3NiOPSSb2 (wB97M-V/def2-TZVPD).

Geometry (Å):
Ni -0.386784 -0.413251 0.166415
C 0.975035 -0.856029 -3.548558
Sb 0.562605 0.573006 -2.033709
C 2.427209 1.611960 -2.110731
C -0.623398 1.947309 -3.201546
C -1.560925 1.199218 -4.112191
C -1.166336 0.956679 -5.427834
C -1.956524 0.231861 -6.304087
C -3.178574 -0.262714 -5.870587
C -3.588509 -0.017437 -4.570863
C -2.798836 0.704592 -3.676294
C -3.309371 0.930195 -2.280553
Sb -2.689444 -0.590021 -0.875760
C -3.045373 -2.340949 -2.024409
C -4.452878 -0.609429 0.313341
H 0.051632 -1.349411 -3.846656
H 1.661303 -1.602993 -3.151565
H 1.416627 -0.362356 -4.413764
H 2.550836 2.019894 -3.112924
H 3.241217 0.917448 -1.901524
H 2.457174 2.427646 -1.387308
H 0.080156 2.548032 -3.777846
H -1.137702 2.611503 -2.506926
H -0.217093 1.354706 -5.770070
H -1.625287 0.063191 -7.320254
H -3.813863 -0.823220 -6.543423
H -4.553084 -0.384927 -4.237232
H -4.399415 0.905562 -2.262138
H -2.995442 1.891724 -1.876145
H -4.104529 -2.439390 -2.259287
H -2.713439 -3.195943 -1.437019
H -2.471500 -2.293740 -2.949135
H -5.314690 -0.545624 -0.349966
H -4.457143 0.226902 1.011412
H -4.493434 -1.541801 0.874748
N 3.226300 -2.994492 -0.342905
C 2.806488 -4.350476 -0.311978
C 3.728669 -5.367388 -0.144371
C 3.302578 -6.689102 -0.124540
C 1.954812 -6.989614 -0.242465
C 1.029771 -5.962230 -0.383299
C 1.462257 -4.648749 -0.442419
S 0.320928 -3.338282 -0.719469
N 1.109466 -2.004634 -0.020347
C 2.395875 -1.954167 0.027825
C 3.037452 -0.706341 0.452412
C 4.366190 -0.390878 0.278170
C 4.954683 0.813282 0.687131
C 4.454688 1.852761 1.547057
C 3.333327 1.883298 2.307137
N 2.150569 0.263073 0.943159
H 4.181122 -2.874428 -0.051929
H 4.781379 -5.128440 -0.040131
H 4.029282 -7.481398 -0.008376
H 1.619233 -8.017016 -0.216623
H -0.028434 -6.180594 -0.457104
H 5.011173 -1.066016 -0.273313
H 5.964948 0.973084 0.331648
H 5.120146 2.701471 1.656581
H 3.174905 2.711768 2.989018
O -1.209448 -2.412602 1.811107
C -1.232670 -1.217206 1.677834
C -2.036316 -0.361056 2.630698
C -2.974925 -0.929662 3.481831
C -3.784270 -0.106107 4.250417
C -3.650819 1.277886 4.171448
C -2.678191 1.844443 3.357632
C -1.861913 1.016941 2.596462
P -0.411006 1.492316 1.615324
C 0.937913 1.244104 2.825062
C 2.303176 0.755884 2.325193
C 2.895944 -0.259768 3.277362
C 2.592869 -0.230382 4.591627
C 1.561634 0.616845 5.081643
C 0.699941 1.252811 4.169323
C -0.575217 3.286754 1.360843
C 0.104723 4.235739 2.117626
C -0.078660 5.590526 1.867169
C -0.944481 6.004276 0.865072
C -1.627310 5.062216 0.104522
C -1.434158 3.711718 0.346914
H -3.075844 -2.007383 3.509177
H -4.531377 -0.538642 4.902816
H -4.298183 1.915986 4.759132
H -2.548794 2.920299 3.321663
H 2.185059 1.073953 0.331908
H 3.691071 -0.890850 2.904731
H 3.121981 -0.877152 5.278963
H 1.351503 0.659469 6.140957
H -0.228197 1.665732 4.547929
H 0.773676 3.917258 2.908418
H 0.453506 6.323453 2.459248
H -1.087170 7.059692 0.674119
H -2.302783 5.382068 -0.678535
H -1.959295 2.973755 -0.252114

Forces on the atoms, in the same order (eV/Å):
Ni -0.11 0.53 0.33
C 0.04 0.01 0.00
Sb -0.22 -0.06 -0.01
C 0.02 0.01 0.07
C -0.10 -0.09 -0.05
C 0.08 0.06 0.07
C 0.01 0.01 -0.02
C -0.01 0.01 0.02
C 0.03 0.02 0.02
C -0.01 -0.02 -0.01
C -0.02 0.05 0.11
C 0.05 -0.03 -0.08
Sb 0.16 -0.16 -0.03
C -0.05 0.01 -0.04
C 0.02 0.01 0.06
H 0.00 0.00 0.00
H 0.01 -0.01 0.00
H 0.00 -0.03 0.01
H 0.01 0.00 0.01
H -0.02 0.04 -0.02
H 0.00 0.03 -0.04
H -0.02 -0.01 -0.03
H 0.01 0.00 -0.04
H -0.01 0.00 0.00
H 0.00 0.00 0.01
H 0.00 0.00 0.01
H 0.01 0.00 -0.01
H 0.01 0.00 -0.03
H -0.03 0.01 -0.01
H 0.01 0.00 0.00
H -0.03 0.00 -0.02
H 0.00 -0.01 0.01
H 0.00 -0.01 0.01
H 0.00 -0.01 -0.01
H 0.00 0.02 0.01
N -0.08 -0.01 -0.04
C 0.08 0.17 0.04
C 0.06 -0.01 0.03
C -0.02 0.00 0.00
C -0.01 0.04 0.00
C 0.01 -0.08 0.02
C -0.11 0.01 -0.02
S 0.01 0.06 -0.15
N -0.47 0.07 -0.08
C 0.31 -0.22 0.07
C 0.05 0.00 0.07
C 0.01 -0.03 -0.01
C -0.07 0.11 0.12
C 0.04 -0.12 -0.11
C -0.08 -0.04 0.03
N -0.11 0.24 0.25
H 0.10 0.01 -0.03
H -0.01 -0.01 0.00
H 0.00 0.00 0.00
H 0.00 0.00 0.00
H 0.01 0.00 0.00
H 0.02 -0.01 -0.01
H 0.01 0.02 0.02
H 0.03 -0.02 -0.03
H 0.00 -0.02 -0.01
O 0.11 0.04 0.10
C -0.11 -0.14 -0.14
C 0.03 0.00 -0.06
C -0.03 -0.02 -0.01
C 0.03 0.05 -0.03
C -0.01 -0.05 0.01
C 0.05 0.04 -0.04
C 0.10 0.11 0.03
P 0.19 -0.43 -0.02
C 0.15 -0.04 -0.27
C -0.08 -0.04 -0.04
C -0.07 0.10 -0.11
C -0.12 0.11 0.08
C 0.07 -0.06 -0.06
C 0.00 -0.02 0.12
C 0.04 -0.08 -0.14
C 0.01 0.00 0.03
C -0.02 -0.03 -0.02
C 0.01 -0.03 0.01
C 0.02 -0.01 0.01
C -0.02 0.02 -0.02
H 0.00 0.01 0.00
H 0.00 0.00 -0.01
H 0.01 0.00 0.00
H -0.01 -0.01 0.01
H 0.06 -0.01 0.08
H 0.00 -0.02 -0.03
H -0.01 0.00 0.01
H 0.00 0.00 -0.01
H 0.00 -0.01 0.01
H -0.01 0.00 -0.01
H 0.00 -0.01 0.00
H 0.00 -0.01 0.00
H 0.00 -0.01 0.00
H 0.00 0.01 0.03

Output
F_max (hartree/bohr): 0.01231
ΔE to the lowest compared entry with this formula, charge and spin (eV): 0.000
2S+1: 3
Charge: +1
E_LUMO (alpha / beta) (hartree): -0.083 / -0.147
Orbital gap (alpha / beta) (eV): 7.33 / 5.80


Record 3
Entry from OMol25: a cluster of 3 separate species, C2H11N2O2 in total (wB97M-V/def2-TZVPD).

Geometry (Å):
C -1.048981 0.723441 0.504965
N -0.185259 -0.465141 -0.028097
C 1.089546 -0.630731 0.139751
N 1.983360 -1.531812 -0.202597
H -0.635339 1.093493 1.386029
H -2.022833 0.276444 0.515529
H -1.030612 1.455932 -0.290691
H -0.685897 -1.148695 -0.605652
H 1.364474 0.085230 0.905998
H 1.734193 -2.508244 -0.265212
H 2.918034 -1.383864 -0.162683
H 1.128706 3.156069 0.709440
H 2.633898 2.980147 0.613082
O 1.793273 2.489458 0.520678
H -2.695749 -2.016753 -1.810914
H -3.610018 -1.021209 -0.985891
O -2.730795 -1.553765 -0.943736

Forces on the atoms, in the same order (eV/Å):
C 1.03 -2.35 -2.89
N -0.50 -0.86 -0.82
C -0.60 2.37 2.83
N -3.69 -2.04 -0.82
H 0.40 0.38 1.56
H -0.46 0.11 0.71
H 0.07 0.28 -0.03
H -0.34 0.53 0.22
H 1.21 0.67 -0.63
H -0.22 0.04 -0.69
H 3.16 0.99 0.68
H -0.13 0.15 0.01
H -0.53 -0.42 -0.10
O 0.61 0.24 0.11
H -0.23 0.39 0.80
H 2.25 -1.47 0.06
O -2.04 0.99 -1.01

Output
F_max (hartree/bohr): 0.08350
ΔE to the lowest compared entry with this formula, charge and spin (eV): 1.368
Charge: +1
E_LUMO (hartree): -0.112
Orbital gap (eV): 11.96


- Among the records above, which one has the highest ΔE to the lowest compared entry with this formula, charge and spin?
  C6H5I2N3


- Number 3 is which compound?
  C2H11N2O2